Here is one molecule with the formula C3H7N3O at a distorted geometry from the Open Molecules 2025 dataset. Energies are from ωB97M-V/def2-TZVPD.

Results
HOMO-LUMO gap	9.70	eV
HOMO energy	-9.134	eV
energy above the lowest of the compared OMol25 structures with the same formula, charge and spin	2.4054	eV
SMILES	[H]/N=C(CO)/C(N)=N\[H]
energy	-357.9615	hartree

Structure (ORCA input):
```
! wB97M-V def2-TZVPD RIJCOSX def2/J DEFGRID3
* xyz 0 1
H 2.16930 -0.28160 -1.16283
N 1.18543 -0.55119 -1.18365
C 0.44506 0.09750 -0.43373
C 0.56806 0.97159 0.72256
O 2.09228 1.28865 0.83738
C -1.17225 -0.36300 -0.26044
N -1.31089 -1.69894 -0.45313
N -2.18681 0.38824 -0.14779
H -1.99875 1.32249 0.19751
H 0.24417 0.55115 1.67725
H 0.16073 1.96202 0.52241
H 2.53764 0.53837 1.25077
H -2.21734 -2.03154 -0.74208
H -0.51664 -2.19376 -0.82423
*
```